# 1
The following is a quantum chemistry calculation of 2 unconnected molecules or ions with the total composition C3H6N2O2 in a non-equilibrium geometry, from OMol25.

Net charge: 0
Energy above the lowest of the compared OMol25 structures with the same formula, charge and spin (kJ/mol): 322.2

Cartesian coordinates (Å):
N: -0.797 1.609 -0.183
C: -0.987 0.311 -0.836
C: -0.670 -0.797 -0.263
O: -0.734 -2.028 -0.815
O: -0.283 -0.813 1.145
H: 0.226 1.764 -0.227
H: -1.204 2.376 -0.693
H: -1.067 0.297 -1.947
H: -0.285 -2.619 -0.152
H: -0.401 0.102 1.492
C: 2.106 -0.112 0.792
N: 2.107 0.974 0.424
H: 1.988 -1.064 1.263

=====

# 2
The following is a quantum chemistry calculation of a molecular structure, C4H6N4 in a non-equilibrium geometry, from OMol25.

Net charge: 0
Energy above the lowest of the compared OMol25 structures with the same formula, charge and spin (kJ/mol): 527.3

Cartesian coordinates (Å):
C: -1.380 -0.065 0.248
C: 0.550 -0.617 -0.260
C: 2.039 -0.818 -0.145
C: 1.903 0.744 0.340
H: -3.164 -1.044 -0.532
H: 2.396 -1.144 -1.107
H: 2.362 -1.668 0.577
H: 1.707 0.971 1.437
H: 2.743 1.287 -0.235
H: -1.142 1.712 -0.701
N: -2.724 -0.068 -0.107
N: -0.549 -1.131 0.372
N: 0.516 0.677 -0.541
N: -0.611 1.152 0.200

=====

# 3
The following is a quantum chemistry calculation of a molecular structure, C25H13Cl6N3O2OsS, from OMol25.

Net charge: +2
Energy above the lowest of the compared OMol25 structures with the same formula, charge and spin (kJ/mol): 0.0

Cartesian coordinates (Å):
Os: 0.047 0.077 0.702
N: 3.590 1.736 -0.275
C: 4.610 0.743 -0.352
C: 5.926 1.117 -0.154
C: 6.920 0.149 -0.204
C: 6.584 -1.178 -0.430
C: 5.256 -1.550 -0.606
C: 4.268 -0.582 -0.583
S: 2.601 -1.019 -0.957
N: 1.788 0.273 -0.106
C: 2.316 1.510 -0.084
C: 1.361 2.605 0.168
C: 1.647 3.946 0.046
C: 0.602 4.862 0.115
C: -0.688 4.393 0.260
C: -0.897 3.027 0.409
N: 0.108 2.158 0.409
H: 3.918 2.690 -0.210
H: 6.179 2.153 0.041
H: 7.951 0.435 -0.059
H: 7.355 -1.934 -0.468
H: 5.001 -2.588 -0.777
H: 2.653 4.306 -0.126
H: 0.801 5.921 0.025
H: -1.533 5.066 0.270
H: -1.885 2.614 0.535
Cl: -5.437 -4.376 -0.993
C: -4.299 -3.122 -0.719
C: -4.620 -1.803 -1.043
C: -3.714 -0.780 -0.829
C: -2.472 -1.052 -0.275
O: -1.671 0.026 -0.054
C: -2.133 -2.383 0.044
C: -0.846 -2.758 0.542
O: 0.100 -1.990 0.793
C: -3.063 -3.409 -0.189
H: -5.591 -1.586 -1.467
H: -3.965 0.241 -1.081
H: -0.653 -3.823 0.690
H: -2.802 -4.433 0.047
Cl: -2.373 1.313 2.752
C: -0.943 0.708 3.494
C: 0.068 0.124 2.713
C: 1.146 -0.472 3.397
Cl: 2.462 -1.158 2.519
C: 1.238 -0.439 4.787
Cl: 2.590 -1.118 5.579
C: 0.219 0.154 5.534
Cl: 0.317 0.189 7.229
C: -0.883 0.717 4.885
Cl: -2.146 1.409 5.801